Record 1
Below is 2 unconnected molecules or ions with the total composition C3H13N2OS in a non-equilibrium geometry, with properties calculated with ωB97M-V/def2-TZVPD.

Geometry as ORCA input:
```
! RIJCOSX wB97M-V def2-TZVPD def2/J DEFGRID3
* xyz 1 1
N 0.19887 0.84141 -0.67814
C 0.33641 -0.31935 0.25430
C 1.83763 -0.62791 0.43686
S 2.51164 -1.02891 -1.23471
C -0.31495 0.01456 1.59423
N -1.60922 0.61478 1.27308
H -0.81384 1.00913 -0.70665
H 0.55699 1.68737 -0.22482
H 0.62776 0.74605 -1.59207
H -0.10411 -1.17216 -0.26203
H 2.43387 0.20987 0.78447
H 1.90302 -1.53410 1.03176
H 3.80618 -1.10571 -0.88031
H 0.39624 0.67133 2.09624
H -0.39734 -0.88756 2.19621
H -2.05029 1.14014 2.00789
H -2.22458 -0.13151 0.99443
H -2.84305 -0.18086 -1.75989
H -2.23420 0.01162 -3.13059
O -2.01705 0.04179 -2.20026
*
```

**Frontier orbital gap**: 10.158 eV
**DFT total energy**: -19178.77887 eV
**Energy relative to the best compared isomer or geometry (same formula, charge and spin)**: 18.03 kJ/mol

Record 2
Below is 2 unconnected molecules or ions with the total composition C5H10O in a non-equilibrium geometry, with properties calculated with ωB97M-V/def2-TZVPD.

Geometry as ORCA input:
```
! RIJCOSX wB97M-V def2-TZVPD def2/J DEFGRID3
* xyz 0 1
C 1.67712 1.18940 1.14406
C 0.48860 1.57351 1.55846
C -0.75552 0.74795 1.46301
H 2.52877 1.84336 1.27266
H 1.90561 0.16208 0.89450
H 0.25912 2.60822 1.76440
H -1.59108 1.29359 1.01057
H -0.68895 -0.11008 0.79356
H -1.12561 0.34435 2.40862
C -0.34875 -0.09043 -1.86031
C -0.05703 -1.36102 -1.13526
O -0.90819 -2.21586 -1.05649
H 0.21356 -0.02421 -2.79747
H -0.11339 0.85747 -1.36801
H -1.40036 -0.08708 -2.16103
H 0.96937 -1.63634 -0.83273
*
```

**SMILES string**: C=CC.CC=O
**Frontier orbital gap**: 11.024 eV
**DFT total energy**: -7393.13213 eV
**Energy relative to the best compared isomer or geometry (same formula, charge and spin)**: 157.58 kJ/mol

Listing E_HOMO for the structures above in their given order: -13.018 -9.952 eV.